# 1
73
Properties=species:S:1:pos:R:3:forces:R:3 method="wB97M-V/def2-TZVPD" multiplicity=2 largest_force_ev_per_a=3.664 homo_lumo_gap_ha="0.1922 / 0.2170" e_above_lowest_kj_mol=414.8 total_charge=+3 homo_ev="-17.3 / -17.3"
Re 0.5452 -0.0392 0.7220 0.00 -0.53 3.63
C 0.7962 -0.6429 3.9853 0.10 0.37 -0.57
C -0.1383 0.3271 3.5911 0.32 -0.52 -0.66
C 0.4820 1.2238 2.5858 1.12 -0.02 -0.60
C 1.8823 0.7896 2.4871 -0.61 0.81 -0.35
C 2.0204 -0.4035 3.2807 -0.72 0.15 -0.26
C 3.2615 -1.1472 3.4981 0.28 -0.23 -0.07
C 3.0445 1.7077 2.3125 0.19 -0.02 0.13
C 0.0525 2.6567 2.4669 -0.03 0.04 -0.09
C -1.4989 0.4751 4.1057 -0.29 -0.13 0.05
C 0.5978 -1.7201 4.9728 -0.05 -0.13 0.19
H 3.6569 -0.8823 4.4872 -0.01 0.07 0.03
H 4.0309 -0.9273 2.7624 -0.01 0.02 0.00
H 3.0938 -2.2235 3.5429 -0.03 -0.06 -0.02
H 3.4189 1.9707 3.3038 0.08 0.09 0.03
H 2.7686 2.6295 1.8141 0.03 0.04 -0.06
H 3.8624 1.2245 1.7826 0.09 0.07 -0.07
H -1.0254 2.7365 2.3367 -0.01 0.04 -0.08
H 0.5493 3.1575 1.6359 -0.08 0.03 -0.03
H 0.3043 3.2084 3.3751 0.07 -0.04 0.09
H -1.4668 1.1233 4.9899 0.00 0.06 0.02
H -1.9106 -0.4752 4.4417 -0.10 0.00 -0.02
H -2.1667 0.9463 3.3877 -0.06 0.02 0.00
H 1.0447 -1.4519 5.9359 -0.03 0.04 0.00
H 1.0876 -2.6433 4.6621 -0.01 -0.05 -0.02
H -0.4575 -1.9132 5.1480 -0.03 -0.07 0.06
F -5.1598 -4.3415 0.4794 0.15 0.12 -0.07
C -4.2055 -3.5268 0.1039 0.20 0.16 -0.19
C -4.2487 -2.9087 -1.1541 0.11 0.04 0.11
F -5.2355 -3.1501 -1.9853 0.12 -0.01 0.19
C -3.2270 -2.0322 -1.5218 0.27 0.04 0.24
F -3.2189 -1.4705 -2.7257 -0.40 -0.26 0.06
C -2.1655 -1.7372 -0.6699 0.10 -0.10 0.28
P -0.8846 -0.5349 -1.2134 -0.96 -0.19 -0.68
C -1.8454 0.9291 -1.6614 0.31 -0.04 0.15
C -2.4008 1.1999 -2.9088 0.07 -0.04 0.15
C -3.1932 2.3273 -3.0579 -0.02 -0.01 -0.06
C -3.4382 3.1737 -1.9856 0.14 -0.08 0.08
C -2.8660 2.9140 -0.7435 -0.06 0.08 -0.01
C -2.0719 1.7965 -0.5864 0.25 -0.35 0.02
C -0.1364 -1.4702 -2.5701 0.20 0.16 0.11
C 0.1029 -2.8288 -2.3199 -0.15 0.20 0.20
C 0.6658 -3.6321 -3.2908 0.17 0.03 -0.06
C 1.0078 -3.0820 -4.5207 -0.02 0.07 0.07
C 0.7661 -1.7372 -4.7750 0.12 0.01 -0.06
C 0.2189 -0.9186 -3.8003 -0.10 -0.03 0.17
C -2.1159 -2.4097 0.5455 -0.69 0.06 -0.62
Br -0.5930 -2.2069 1.6494 0.29 0.03 -0.48
C -3.1137 -3.2857 0.9457 0.25 0.19 -0.06
F -3.0063 -3.8797 2.1236 -0.19 -0.13 -0.03
H -2.2432 0.5363 -3.7438 0.00 -0.04 -0.09
H -3.6335 2.5316 -4.0206 -0.07 0.06 -0.10
H -4.0748 4.0359 -2.1128 -0.03 0.08 -0.02
H -3.0500 3.5785 0.0872 -0.04 0.05 0.07
H -1.6213 1.5428 0.3827 -0.20 0.23 -0.09
H -0.1770 -3.2574 -1.3650 0.01 -0.11 -0.02
H 0.8427 -4.6787 -3.0868 0.01 -0.03 -0.03
H 1.4730 -3.6986 -5.2759 -0.07 -0.04 -0.08
H 1.0092 -1.3221 -5.7416 0.04 0.03 -0.07
H 0.0505 0.1275 -4.0064 -0.03 0.10 -0.08
C 1.0361 2.6170 -2.4548 0.00 -0.17 0.12
Sb 2.0710 1.4280 -1.0199 0.17 -0.11 -0.77
C 3.1236 -0.1150 -2.0694 0.02 0.14 0.18
C 3.5900 2.8987 -0.6851 -0.09 -0.20 0.25
H 1.7403 2.8139 -3.2587 0.10 -0.02 -0.07
H 0.7717 3.5611 -1.9832 -0.02 0.01 0.09
H 0.1397 2.1528 -2.8464 -0.03 -0.05 0.00
H 3.2178 0.1617 -3.1138 -0.06 0.07 -0.14
H 2.6161 -1.0730 -1.9858 -0.08 0.03 -0.03
H 4.1200 -0.1995 -1.6432 0.06 0.04 0.09
H 3.9194 3.1496 -1.6895 -0.03 -0.02 -0.16
H 4.4359 2.5264 -0.1186 -0.01 -0.05 0.07
H 3.1718 3.7881 -0.2199 -0.04 -0.03 0.04


# 2
72
Properties=species:S:1:pos:R:3:forces:R:3 method="wB97M-V/def2-TZVPD" largest_force_ev_per_a=0.097 homo_lumo_gap_ha=0.3406 e_above_lowest_kj_mol=0.0 total_charge=+1 homo_ev=-11.2
Pt 0.3852 -0.4557 0.1610 -0.03 -0.09 0.01
N -0.9386 -0.4419 -3.7631 0.00 0.00 -0.03
C -0.3361 -0.2379 -2.5986 0.03 0.01 0.07
O -0.4415 -1.0953 -1.6878 -0.06 0.04 -0.06
C 0.4904 0.9882 -2.3708 -0.02 -0.01 -0.01
C 0.4714 1.3540 -0.8798 -0.06 -0.05 0.03
H -1.4840 -1.2774 -3.9018 0.00 0.00 0.00
H -0.8797 0.2326 -4.5051 0.00 0.00 0.00
H 0.1646 1.8023 -3.0236 0.01 0.00 -0.01
H 1.5053 0.7178 -2.6814 0.00 0.00 0.01
H -0.4396 1.9162 -0.6562 0.01 0.02 -0.02
H 1.3164 2.0011 -0.6541 0.00 0.02 -0.01
C 1.8232 -2.0553 3.2243 -0.01 0.01 0.01
C 1.6913 -0.5410 3.3917 0.02 0.01 -0.02
P 1.3870 0.4799 1.8897 0.05 0.00 0.03
C 3.0403 1.0517 1.4026 0.02 -0.05 0.01
C 4.0411 0.0962 1.2188 0.00 0.03 0.01
C 5.3044 0.4762 0.7974 0.00 0.00 0.00
C 5.5775 1.8140 0.5429 0.00 -0.01 0.00
C 4.5844 2.7663 0.7102 -0.01 0.01 0.01
C 3.3184 2.3891 1.1387 0.00 0.01 -0.01
C 0.5308 1.9117 2.5865 0.01 0.01 0.03
C -0.7812 2.1893 2.2170 0.00 0.01 0.00
C -1.4642 3.2423 2.8120 -0.01 0.00 -0.01
C -0.8413 4.0157 3.7785 0.01 0.00 0.01
C 0.4662 3.7366 4.1595 -0.01 0.00 0.00
C 1.1500 2.6876 3.5694 -0.01 0.00 -0.02
C 0.4930 -2.7256 2.8714 0.02 -0.04 -0.02
P 0.1437 -2.5871 1.0866 0.00 0.07 0.04
C 1.2988 -3.7805 0.3599 0.00 0.00 -0.01
C 2.3769 -3.3173 -0.3893 0.01 -0.01 0.00
C 3.3055 -4.2127 -0.9045 -0.01 0.01 0.00
C 3.1549 -5.5715 -0.6769 0.00 -0.01 0.00
C 2.0763 -6.0407 0.0644 0.00 0.00 -0.01
C 1.1509 -5.1500 0.5812 0.01 0.01 0.00
C -1.4904 -3.3394 0.8578 0.00 -0.02 -0.03
C -2.3908 -3.5127 1.9044 0.00 -0.01 0.00
C -3.6528 -4.0407 1.6620 -0.01 0.02 0.01
C -4.0257 -4.3895 0.3734 0.00 0.00 -0.01
C -3.1296 -4.2217 -0.6751 0.00 -0.01 0.00
C -1.8693 -3.7018 -0.4355 0.01 0.00 0.02
H 2.1807 -2.4626 4.1713 0.00 0.00 0.00
H 2.5831 -2.3136 2.4820 0.00 0.00 0.01
H 2.5905 -0.1317 3.8576 -0.01 0.01 0.00
H 0.8614 -0.3270 4.0698 0.00 0.00 0.00
H 3.8364 -0.9524 1.3990 0.01 0.00 -0.01
H 6.0760 -0.2709 0.6657 0.00 0.00 0.00
H 6.5640 2.1120 0.2135 0.00 0.00 0.00
H 4.7927 3.8090 0.5101 0.00 0.00 0.00
H 2.5508 3.1414 1.2659 0.00 0.01 0.01
H -1.2685 1.5776 1.4687 -0.01 0.00 0.00
H -2.4821 3.4592 2.5148 0.00 -0.01 0.00
H -1.3728 4.8379 4.2392 0.00 0.00 0.00
H 0.9518 4.3389 4.9157 0.00 0.00 0.00
H 2.1711 2.4796 3.8674 0.01 0.00 0.00
H -0.3147 -2.2556 3.4358 -0.02 0.01 -0.01
H 0.5067 -3.7861 3.1310 0.00 0.00 0.01
H 2.4827 -2.2532 -0.5718 0.00 0.00 0.00
H 4.1417 -3.8485 -1.4869 0.00 0.00 0.00
H 3.8754 -6.2703 -1.0807 0.00 0.00 0.00
H 1.9573 -7.1023 0.2359 0.00 0.00 0.00
H 0.3047 -5.5206 1.1486 0.00 0.00 0.00
H -2.1206 -3.2494 2.9182 0.00 0.00 0.00
H -4.3399 -4.1884 2.4855 0.00 0.01 0.00
H -5.0084 -4.8020 0.1862 0.00 0.00 0.00
H -3.4149 -4.5043 -1.6799 0.00 0.00 0.00
H -1.1719 -3.5733 -1.2537 -0.01 0.00 0.00
Cl -3.1224 -0.2432 0.3003 0.03 0.00 -0.02
C -4.5020 -0.2472 1.4171 -0.02 0.00 -0.01
Cl -5.8584 0.6981 0.8067 0.00 0.01 0.00
H -4.1746 0.1841 2.3559 0.00 -0.01 0.00
H -4.8186 -1.2758 1.5387 0.00 -0.01 0.00


# 3
79
Properties=species:S:1:pos:R:3:forces:R:3 method="wB97M-V/def2-TZVPD" largest_force_ev_per_a=0.695 homo_lumo_gap_ha=0.2712 e_above_lowest_kj_mol=14.9 homo_ev=-7.2
Ga 0.5312 0.4526 -0.4556 -0.17 -0.28 0.47
C 3.3413 -1.4903 -3.1183 0.00 -0.11 -0.01
O 3.8447 -0.3063 -3.7279 -0.27 0.08 0.05
C 3.8138 0.8790 -3.0444 0.23 -0.02 -0.16
C 4.7613 1.8020 -3.4456 -0.11 -0.10 0.10
C 4.8440 3.0689 -2.8706 0.07 0.02 -0.05
C 3.9924 3.3867 -1.8445 -0.07 0.04 0.11
C 3.0345 2.4641 -1.3920 0.16 -0.14 -0.29
C 2.2507 2.8408 -0.2554 -0.04 0.02 0.25
N 1.3766 2.0964 0.3219 0.01 -0.29 -0.26
N 0.7439 2.5858 1.4437 -0.02 0.36 0.26
C -0.1273 1.7313 1.8884 -0.04 -0.15 -0.14
O -0.3828 0.5714 1.3509 -0.05 0.29 -0.30
C -0.9327 2.1249 3.0716 -0.14 0.05 0.05
C -1.4510 1.1479 3.9164 0.06 -0.03 -0.08
C -2.2259 1.5100 5.0075 -0.01 -0.01 0.03
C -2.5091 2.8472 5.2468 -0.03 0.01 0.01
C -2.0086 3.8245 4.3961 0.00 0.02 0.01
C -1.2200 3.4665 3.3144 0.10 -0.06 -0.02
C 2.8763 1.2100 -2.0347 -0.06 0.20 0.15
O 1.9146 0.3717 -1.7339 -0.11 0.04 -0.29
H 3.7575 -2.3159 -3.6948 0.03 0.03 0.00
H 3.6694 -1.5755 -2.0819 0.01 0.01 0.02
H 2.2531 -1.5311 -3.1514 0.04 0.00 0.02
H 5.4378 1.4945 -4.2329 0.01 0.04 -0.01
H 5.5857 3.7744 -3.2193 -0.02 0.01 0.00
H 4.0344 4.3608 -1.3709 0.06 -0.03 0.04
H 2.4359 3.8193 0.1855 0.00 -0.01 0.05
H -1.2242 0.1089 3.7122 -0.02 0.01 0.01
H -2.6033 0.7479 5.6775 -0.02 0.00 -0.01
H -3.1194 3.1275 6.0960 0.01 0.01 0.00
H -2.2290 4.8682 4.5821 0.00 0.00 -0.01
H -0.8075 4.2086 2.6436 -0.01 0.03 0.03
C -1.9295 -4.6355 1.3082 -0.01 0.04 -0.06
C -2.1762 -4.3617 -0.1721 0.03 -0.11 0.26
N -2.2316 -2.9500 -0.5487 0.20 0.08 -0.15
C -3.5494 -2.3373 -0.6773 0.01 -0.01 0.08
C -4.1739 -2.0366 0.6847 0.05 -0.03 -0.10
C -1.0768 -2.2876 -0.7646 -0.12 0.23 -0.11
S -1.1107 -0.7628 -1.6179 -0.03 -0.10 0.28
N 0.0286 -2.9218 -0.4316 0.15 -0.37 -0.04
C 1.1874 -2.3917 -0.0742 -0.31 0.15 0.02
O 1.3579 -1.2130 0.3343 0.15 0.08 -0.13
C 2.3568 -3.3117 -0.0582 0.12 -0.06 0.01
C 3.5582 -2.8720 0.4903 -0.08 0.03 -0.03
C 4.6583 -3.7132 0.5131 0.02 0.03 0.03
C 4.5685 -4.9885 -0.0264 0.05 -0.02 -0.01
C 3.3786 -5.4234 -0.5947 0.00 -0.03 0.02
C 2.2720 -4.5910 -0.6027 -0.01 0.09 0.02
H -1.9283 -5.7142 1.4738 0.02 0.01 0.03
H -2.7025 -4.1981 1.9396 0.01 0.01 0.00
H -0.9608 -4.2383 1.6065 -0.01 0.00 0.02
H -3.1234 -4.8087 -0.4798 0.01 0.03 -0.05
H -1.3693 -4.8165 -0.7463 -0.08 -0.03 -0.04
H -4.1908 -3.0173 -1.2427 0.03 0.03 -0.05
H -3.4413 -1.4196 -1.2437 -0.02 0.02 -0.05
H -4.4715 -2.9504 1.1994 0.01 0.03 0.04
H -5.0608 -1.4138 0.5595 -0.01 -0.03 0.00
H -3.4575 -1.5038 1.3124 -0.02 0.02 0.02
H 3.6084 -1.8663 0.8862 0.02 -0.02 0.02
H 5.5875 -3.3743 0.9526 0.00 0.00 -0.02
H 5.4308 -5.6429 -0.0040 -0.01 -0.01 -0.02
H 3.3128 -6.4153 -1.0228 0.00 0.00 0.00
H 1.3345 -4.9124 -1.0337 -0.01 -0.03 0.00
C -4.1612 4.0548 -0.5761 0.03 -0.10 -0.07
N -2.8316 3.5802 -0.8718 -0.17 0.00 0.14
C -1.9531 4.2279 -1.8123 0.24 0.00 -0.10
C -0.7667 3.2508 -1.8433 -0.15 0.14 -0.03
O 0.2545 3.4128 -2.4633 -0.07 0.03 0.00
N -1.0790 2.1758 -1.0419 -0.12 -0.33 0.26
C -2.2883 2.3983 -0.5138 0.30 0.37 -0.51
N -2.9309 1.5270 0.2671 0.29 -0.18 0.18
H -4.1395 5.1395 -0.4821 -0.01 0.00 0.02
H -4.5105 3.6467 0.3709 -0.03 0.07 0.01
H -4.8728 3.7834 -1.3614 -0.01 0.01 0.03
H -1.6303 5.2135 -1.4729 -0.01 0.00 0.00
H -2.4008 4.3190 -2.8051 0.02 -0.01 -0.01
H -2.3167 0.8391 0.7015 -0.08 -0.03 -0.01
H -3.7170 1.8483 0.8046 0.04 -0.04 0.03